Record 1
This record from the Open Molecules 2025 dataset describes 5 unconnected molecules or ions with the total composition C33H78BN5O16S at a distorted geometry. The level of theory is the ωB97M-V functional and the def2-TZVPD basis.

Positions of all 134 atoms, in Å:
C (1.898, -1.343, -6.279)
C (2.618, -0.618, -5.157)
O (2.278, -1.236, -3.910)
C (2.442, 0.905, -5.119)
C (1.039, 1.496, -5.065)
C (0.399, 1.556, -6.454)
C (1.204, 2.360, -7.458)
O (1.748, 1.406, -8.435)
C (2.915, 1.805, -8.964)
O (3.875, 1.079, -9.065)
O (1.241, 2.946, -4.711)
S (-0.148, 3.582, -4.265)
O (-0.666, 4.300, -5.385)
O (-0.050, 4.297, -3.030)
O (-0.914, 2.228, -4.077)
C (0.099, 1.100, -3.939)
C (-0.741, -0.147, -4.119)
B (0.617, 1.170, -2.384)
N (1.968, 0.908, -1.910)
O (-0.350, 1.429, -1.471)
H (0.820, -1.261, -6.193)
H (2.140, -2.400, -6.205)
H (2.219, -0.978, -7.251)
H (3.683, -0.779, -5.330)
H (3.057, -1.708, -3.606)
H (3.015, 1.279, -4.281)
H (2.955, 1.264, -6.007)
H (0.267, 0.564, -6.871)
H (-0.597, 1.980, -6.403)
H (2.038, 2.884, -7.006)
H (0.585, 3.067, -7.999)
H (2.926, 2.835, -9.342)
H (-0.138, -1.045, -4.105)
H (-1.466, -0.157, -3.309)
H (-1.318, -0.056, -5.037)
H (2.195, -0.070, -1.824)
H (2.693, 1.389, -2.417)
H (-0.146, 2.276, -1.042)
C (-0.668, 7.428, 3.382)
O (0.180, 7.785, 2.310)
C (1.562, 7.847, 2.636)
C (2.334, 6.713, 2.000)
N (2.004, 5.435, 2.615)
C (2.511, 4.263, 1.909)
C (2.033, 4.005, 0.485)
O (0.665, 3.662, 0.390)
C (-0.252, 4.739, 0.354)
H (-1.692, 7.607, 3.059)
H (-0.572, 6.370, 3.654)
H (-0.469, 8.040, 4.267)
H (1.708, 7.860, 3.720)
H (1.943, 8.791, 2.235)
H (3.405, 6.900, 2.126)
H (2.114, 6.731, 0.924)
H (0.998, 5.357, 2.689)
H (2.238, 3.389, 2.506)
H (3.604, 4.311, 1.900)
H (2.579, 3.135, 0.113)
H (2.265, 4.833, -0.196)
H (0.158, 5.610, -0.161)
H (-0.593, 5.020, 1.354)
H (-1.128, 4.396, -0.201)
C (-3.797, -1.939, 1.277)
O (-2.464, -1.630, 0.926)
C (-2.217, -0.246, 0.688)
C (-1.395, 0.366, 1.798)
N (-2.161, 0.481, 3.036)
C (-1.368, 0.827, 4.210)
C (-0.277, -0.139, 4.659)
O (-0.757, -1.367, 5.169)
C (-1.068, -2.354, 4.204)
H (-3.903, -3.023, 1.244)
H (-4.039, -1.608, 2.289)
H (-4.507, -1.497, 0.569)
H (-3.154, 0.302, 0.545)
H (-1.642, -0.174, -0.235)
H (-1.072, 1.364, 1.490)
H (-0.496, -0.254, 1.916)
H (-2.639, -0.391, 3.215)
H (-2.062, 0.943, 5.046)
H (-0.911, 1.809, 4.039)
H (0.252, 0.335, 5.490)
H (0.471, -0.315, 3.876)
H (-0.412, -2.290, 3.332)
H (-2.111, -2.292, 3.877)
H (-0.928, -3.328, 4.675)
C (3.982, -4.234, -3.119)
O (4.827, -3.095, -3.181)
C (4.824, -2.282, -2.010)
C (6.120, -2.389, -1.239)
N (6.256, -3.692, -0.606)
C (7.576, -3.964, -0.042)
C (8.777, -3.996, -0.980)
O (8.787, -5.079, -1.888)
C (8.036, -4.896, -3.072)
H (3.925, -4.647, -4.124)
H (4.378, -5.003, -2.449)
H (2.973, -3.965, -2.793)
H (3.964, -2.522, -1.376)
H (4.711, -1.246, -2.350)
H (6.131, -1.616, -0.466)
H (6.937, -2.173, -1.941)
H (6.039, -4.412, -1.280)
H (7.518, -4.938, 0.447)
H (7.772, -3.227, 0.743)
H (9.665, -4.129, -0.357)
H (8.916, -3.049, -1.516)
H (8.040, -3.852, -3.398)
H (7.002, -5.236, -2.956)
H (8.496, -5.505, -3.850)
C (-8.086, -3.802, 8.060)
O (-8.596, -4.384, 6.877)
C (-9.655, -3.661, 6.265)
C (-9.214, -3.019, 4.968)
N (-8.288, -1.920, 5.203)
C (-7.629, -1.406, 4.007)
C (-6.733, -2.344, 3.206)
O (-5.542, -2.729, 3.867)
C (-5.668, -3.818, 4.762)
H (-7.434, -4.537, 8.528)
H (-7.501, -2.898, 7.859)
H (-8.891, -3.554, 8.759)
H (-10.066, -2.915, 6.951)
H (-10.446, -4.382, 6.040)
H (-10.096, -2.632, 4.449)
H (-8.777, -3.810, 4.344)
H (-7.579, -2.221, 5.858)
H (-7.015, -0.558, 4.318)
H (-8.397, -1.009, 3.335)
H (-6.412, -1.794, 2.318)
H (-7.269, -3.230, 2.843)
H (-6.419, -4.537, 4.424)
H (-5.912, -3.487, 5.775)
H (-4.700, -4.318, 4.806)

Results
Net charge: 0
Frontier orbital gap: 8.691 eV
Structure (SMILES): C[C@H](O)C[C@]1(CCOC=O)OS(=O)(=O)O[C@]1(C)B(N)O.COCCNCCOC.COCCNCCOC.COCCNCCOC.COCCNCCOC
E_HOMO: -8.3 eV
Energy: -87203.586 eV


Record 2
This record from the Open Molecules 2025 dataset describes 9 unconnected molecules or ions with the total composition C24H54Cl6N6O6 at a distorted geometry. The level of theory is the ωB97M-V functional and the def2-TZVPD basis.

Positions of all 96 atoms, in Å:
C (11.292, 15.284, 12.651)
N (11.083, 14.792, 14.002)
C (10.212, 15.685, 14.876)
C (11.904, 13.814, 14.547)
O (11.770, 13.399, 15.658)
H (10.420, 15.227, 12.003)
H (12.189, 14.828, 12.266)
H (11.566, 16.288, 12.665)
H (10.707, 16.634, 15.022)
H (9.270, 15.860, 14.388)
H (9.932, 15.058, 15.736)
H (12.686, 13.402, 13.790)
C (16.281, 11.125, 9.808)
N (15.209, 11.181, 8.783)
C (14.839, 10.007, 8.012)
C (14.459, 12.273, 8.614)
O (13.613, 12.315, 7.721)
H (16.343, 12.044, 10.300)
H (17.156, 10.951, 9.292)
H (16.154, 10.280, 10.456)
H (14.598, 10.193, 6.959)
H (15.716, 9.379, 8.016)
H (13.975, 9.511, 8.469)
H (14.619, 13.079, 9.370)
C (10.455, 7.820, 11.348)
N (11.709, 8.204, 11.933)
C (11.899, 8.014, 13.346)
C (12.722, 8.533, 11.154)
O (13.803, 8.885, 11.541)
H (9.696, 8.129, 11.985)
H (10.383, 6.755, 11.119)
H (10.421, 8.358, 10.421)
H (12.982, 7.774, 13.446)
H (11.860, 8.956, 13.940)
H (11.297, 7.199, 13.808)
H (12.447, 8.664, 10.121)
C (4.556, 12.475, 11.404)
N (5.422, 13.436, 10.692)
C (5.179, 14.883, 10.792)
C (6.578, 13.009, 10.159)
O (7.392, 13.673, 9.574)
H (4.575, 12.806, 12.450)
H (5.006, 11.516, 11.296)
H (3.574, 12.455, 10.933)
H (4.075, 15.206, 10.710)
H (5.542, 15.336, 11.743)
H (5.733, 15.349, 10.004)
H (6.719, 11.970, 10.299)
C (9.929, 6.060, 8.119)
N (10.855, 6.346, 7.039)
C (11.669, 7.512, 7.147)
C (11.266, 5.337, 6.149)
O (12.313, 5.271, 5.559)
H (9.153, 6.875, 8.199)
H (10.423, 6.088, 9.087)
H (9.444, 5.092, 7.979)
H (11.111, 8.394, 7.301)
H (12.308, 7.453, 8.029)
H (12.253, 7.598, 6.249)
H (10.519, 4.465, 6.036)
C (8.211, 12.525, 13.665)
N (8.606, 11.147, 13.504)
C (9.825, 10.806, 14.205)
C (7.618, 10.247, 13.318)
O (7.741, 9.051, 13.356)
H (8.053, 12.718, 14.757)
H (7.293, 12.704, 13.138)
H (8.924, 13.290, 13.509)
H (10.005, 9.700, 14.157)
H (10.632, 11.374, 13.711)
H (9.808, 11.081, 15.265)
H (6.621, 10.568, 13.018)
Cl (13.064, 16.887, 6.449)
C (12.668, 15.231, 7.025)
C (12.574, 15.222, 8.572)
Cl (11.325, 16.365, 9.399)
H (13.359, 14.457, 6.704)
H (11.686, 15.061, 6.633)
H (13.495, 15.410, 9.112)
H (12.163, 14.282, 8.885)
Cl (15.851, 15.473, 12.210)
C (15.744, 16.124, 13.934)
C (14.282, 16.558, 14.137)
Cl (13.985, 17.963, 13.098)
H (16.471, 16.925, 14.024)
H (16.026, 15.295, 14.604)
H (14.104, 16.930, 15.161)
H (13.587, 15.797, 13.779)
Cl (9.614, 10.454, 8.328)
C (10.021, 12.120, 8.813)
C (10.204, 12.285, 10.257)
Cl (11.757, 11.843, 11.061)
H (9.292, 12.874, 8.494)
H (11.001, 12.301, 8.332)
H (9.435, 11.774, 10.864)
H (10.056, 13.303, 10.612)

Results
Net charge: 0
Frontier orbital gap: 9.452 eV
Energy above the lowest of the compared OMol25 structures with the same formula, charge and spin: 81.0 kcal per mole
Structure (SMILES): CN(C)C=O.CN(C)C=O.CN(C)C=O.CN(C)C=O.CN(C)C=O.CN(C)C=O.ClCCCl.ClCCCl.ClCCCl
E_HOMO: -9.2 eV
Energy: -122123.157 eV


Record 3
This record from the Open Molecules 2025 dataset describes 2 unconnected molecules or ions with the total composition C4H11N3O2 at a distorted geometry. The level of theory is the ωB97M-V functional and the def2-TZVPD basis.

Positions of all 20 atoms, in Å:
C (-0.728, 2.624, -1.276)
C (-0.490, 1.254, -1.935)
O (0.278, 0.439, -1.335)
O (-1.047, 1.031, -3.018)
H (0.207, 3.052, -0.910)
H (-1.341, 2.458, -0.382)
H (-1.248, 3.298, -1.936)
C (0.557, 0.421, 2.614)
C (0.342, -1.499, 1.125)
N (0.413, -0.197, 1.312)
N (0.344, -2.357, 2.158)
N (0.236, -1.932, -0.124)
H (0.381, 0.336, 0.445)
H (1.531, 0.168, 3.047)
H (-0.254, 0.139, 3.295)
H (0.494, -2.021, 3.091)
H (0.300, -3.341, 1.982)
H (0.189, -1.221, -0.867)
H (0.206, -2.912, -0.335)
H (0.541, 1.505, 2.577)

Results
Net charge: 0
Frontier orbital gap: 7.808 eV
Energy above the lowest of the compared OMol25 structures with the same formula, charge and spin: 10.2 kcal per mole
E_HOMO: -7.8 eV
Energy: -12892.389 eV


Record 4
This record from the Open Molecules 2025 dataset describes a molecular structure, C10H11FeN2O3 at a distorted geometry. The level of theory is the ωB97M-V functional and the def2-TZVPD basis.

Positions of all 27 atoms, in Å:
O (-1.221, -3.792, 1.779)
C (-0.815, -2.859, 1.222)
Fe (-0.409, -1.416, 0.349)
C (-1.590, -1.781, -0.948)
O (-2.504, -2.034, -1.623)
C (-1.748, -0.617, 1.260)
O (-2.778, -0.426, 1.764)
C (0.831, 0.748, -0.786)
C (1.125, 1.202, 0.505)
C (1.244, 0.423, 1.647)
C (1.031, -0.990, 1.667)
C (1.656, -1.879, 0.733)
C (1.577, -1.673, -0.615)
C (0.760, -0.628, -1.167)
H (0.628, 1.483, -1.582)
H (1.169, 2.290, 0.635)
H (1.487, 0.892, 2.611)
H (0.788, -1.419, 2.649)
H (2.130, -2.768, 1.165)
H (2.034, -2.395, -1.308)
H (0.342, -0.819, -2.179)
N (-1.176, 2.480, -0.959)
N (-0.819, 3.667, -1.721)
H (-0.925, 2.649, 0.010)
H (-2.180, 2.335, -1.030)
H (0.095, 3.966, -1.381)
H (-0.733, 3.361, -2.695)

Results
Net charge: +1
Frontier orbital gap (alpha / beta): 6.711 / 4.048 eV
E_HOMO (alpha / beta): -9.8 / -12.0 eV
Energy: -54044.025 eV
Multiplicity: 5


Record 5
This record from the Open Molecules 2025 dataset describes a molecular structure, C12H33CuN3O7S at a distorted geometry. The level of theory is the ωB97M-V functional and the def2-TZVPD basis.

Positions of all 57 atoms, in Å:
Cu (-0.525, -0.119, 0.351)
S (-1.220, 1.997, 2.221)
O (-2.120, 1.017, 1.586)
O (-1.762, 3.339, 1.994)
O (-1.313, 1.801, 3.614)
O (0.127, 1.825, 1.706)
C (-0.418, -4.596, -0.830)
C (-0.112, -3.171, -0.416)
C (0.361, -2.345, -1.659)
O (0.656, -0.937, -1.300)
C (1.092, -0.043, -2.276)
N (-1.201, -2.583, 0.268)
H (-0.694, -5.145, 0.070)
H (0.485, -5.081, -1.202)
H (-1.202, -4.633, -1.586)
H (0.715, -3.129, 0.292)
H (-0.468, -2.282, -2.364)
H (1.235, -2.819, -2.106)
H (2.014, -0.391, -2.742)
H (1.252, 0.941, -1.835)
H (0.394, -0.030, -3.113)
H (-1.066, -2.998, 1.179)
H (-2.150, -2.825, 0.019)
C (-4.418, 1.206, -0.781)
C (-3.266, 1.653, -1.753)
C (-3.091, 3.177, -1.951)
O (-4.105, 3.802, -2.841)
C (-3.582, 5.075, -3.285)
N (-2.007, 1.216, -1.089)
H (-4.850, 0.286, -1.174)
H (-5.285, 1.849, -0.629)
H (-3.989, 1.071, 0.212)
H (-3.261, 1.121, -2.704)
H (-2.022, 3.384, -1.991)
H (-3.237, 3.669, -0.989)
H (-4.442, 5.470, -3.826)
H (-2.877, 5.093, -4.115)
H (-3.384, 5.749, -2.451)
H (-2.351, 1.068, -0.151)
H (-1.354, 1.972, -0.944)
C (3.596, 0.107, 0.775)
C (3.075, -0.839, 1.803)
C (3.810, -0.484, 3.070)
O (5.219, -0.920, 3.159)
C (5.327, -2.279, 3.204)
N (1.630, -0.553, 1.924)
H (3.444, 1.125, 1.133)
H (2.939, -0.085, -0.074)
H (4.649, -0.131, 0.625)
H (3.204, -1.870, 1.470)
H (3.301, -1.030, 3.864)
H (3.710, 0.574, 3.313)
H (4.553, -2.819, 3.749)
H (6.282, -2.501, 3.680)
H (5.472, -2.693, 2.206)
H (1.501, -0.696, 2.915)
H (1.729, 0.441, 1.775)

Results
Net charge: -1
Frontier orbital gap: 5.794 eV
Energy above the lowest of the compared OMol25 structures with the same formula, charge and spin: 74.0 kcal per mole
E_HOMO: -3.5 eV
Energy: -87254.738 eV


Record 6
This record from the Open Molecules 2025 dataset describes 19 unconnected molecules or ions with the total composition C12H55BNO21 at a distorted geometry. The level of theory is the ωB97M-V functional and the def2-TZVPD basis.

Positions of all 90 atoms, in Å:
O (0.693, 3.394, 1.573)
C (0.425, 2.243, 0.813)
C (0.925, 1.043, 1.265)
C (0.670, -0.107, 0.525)
C (-0.041, -0.014, -0.643)
C (-0.542, 1.194, -1.086)
C (-0.338, 2.354, -0.354)
C (-0.878, 3.720, -0.717)
N (-1.473, 3.801, -2.058)
C (-2.782, 3.087, -2.113)
C (-3.974, 4.003, -2.421)
C (-5.339, 3.489, -1.912)
C (-5.307, 2.935, -0.460)
C (-5.207, 1.368, -0.601)
O (-5.417, 0.868, 0.685)
B (-6.388, 1.900, 1.244)
O (-6.501, 3.017, 0.266)
H (1.431, 3.856, 1.156)
H (1.506, 0.984, 2.180)
H (1.043, -1.053, 0.904)
H (-0.229, -0.918, -1.213)
H (-1.130, 1.221, -1.999)
H (-0.117, 4.495, -0.561)
H (-1.672, 3.953, 0.025)
H (-1.718, 4.781, -2.174)
H (-2.892, 2.510, -1.190)
H (-2.702, 2.349, -2.927)
H (-4.048, 4.062, -3.519)
H (-3.822, 5.039, -2.082)
H (-5.781, 2.746, -2.586)
H (-6.021, 4.357, -1.907)
H (-4.431, 3.413, 0.020)
H (-6.039, 1.057, -1.272)
H (-4.289, 0.987, -1.096)
H (-7.407, 1.265, 1.448)
H (-5.877, 2.179, 2.334)
O (4.314, -0.134, 1.245)
H (4.662, 0.719, 1.530)
H (3.355, -0.025, 1.278)
O (0.039, -3.015, -0.442)
H (0.484, -3.725, -0.919)
H (-0.854, -3.353, -0.285)
O (4.680, -3.056, 0.121)
H (4.857, -2.155, 0.423)
H (4.473, -3.542, 0.927)
O (-0.792, 0.555, -4.039)
H (-1.637, 0.682, -4.489)
H (-0.182, 1.108, -4.537)
O (6.135, 1.098, 3.037)
H (6.315, 0.414, 3.692)
H (7.016, 1.378, 2.740)
O (8.985, 1.625, 2.772)
H (9.401, 1.611, 3.641)
H (9.245, 2.473, 2.396)
O (1.058, -0.898, 3.380)
H (0.918, -1.788, 3.729)
H (0.272, -0.416, 3.662)
O (3.431, -5.844, -1.452)
H (3.172, -6.215, -0.603)
H (3.821, -4.988, -1.226)
O (2.877, -4.307, -4.136)
H (3.071, -4.992, -3.484)
H (3.745, -4.010, -4.428)
O (-9.578, 2.703, 0.842)
H (-9.772, 3.153, 1.669)
H (-8.735, 3.087, 0.558)
O (3.065, -5.203, -7.060)
H (2.878, -4.832, -6.185)
H (3.871, -4.761, -7.342)
O (6.813, -2.341, 3.291)
H (5.982, -2.205, 2.821)
H (7.450, -1.815, 2.796)
O (5.478, 4.089, 4.376)
H (5.902, 3.367, 3.897)
H (4.581, 3.773, 4.524)
O (-1.351, -2.778, 1.936)
H (-0.674, -2.273, 1.468)
H (-2.122, -2.196, 1.929)
O (2.194, -3.328, 2.285)
H (2.395, -2.385, 2.333)
H (1.304, -3.360, 1.910)
O (-3.153, -1.168, -3.287)
H (-3.328, -0.816, -2.403)
H (-2.365, -0.690, -3.568)
O (-4.038, -2.773, -0.719)
H (-3.903, -2.585, -1.656)
H (-4.013, -3.733, -0.664)
O (1.379, -5.460, 4.373)
H (0.544, -5.331, 3.912)
H (2.004, -4.912, 3.881)

Results
Net charge: -1
Frontier orbital gap: 4.762 eV
E_HOMO: -3.7 eV
Energy: -58502.552 eV


Record 7
This record from the Open Molecules 2025 dataset describes a molecular structure, C12H21F6I2N3O7PS2 at a distorted geometry. The level of theory is the ωB97M-V functional and the def2-TZVPD basis.

Positions of all 54 atoms, in Å:
C (-2.316, 3.663, -0.794)
C (-2.843, 2.534, 0.226)
O (-3.133, 1.299, -0.460)
C (-1.910, 0.564, -0.727)
C (-1.380, 0.756, -2.229)
C (-0.703, -0.580, -2.796)
C (-0.770, -0.545, -4.422)
N (0.567, -0.602, -5.070)
P (1.311, 0.964, -5.340)
N (2.405, 1.280, -3.968)
O (0.179, 2.246, -5.227)
O (0.678, -0.613, -2.408)
C (1.018, -1.810, -1.683)
C (2.180, -1.413, -0.685)
I (1.883, 0.390, 0.524)
C (3.378, -2.149, -0.569)
C (3.633, -3.453, -1.463)
I (4.903, -1.440, 0.835)
H (-1.191, 3.629, -0.906)
H (-2.727, 4.693, -0.570)
H (-2.740, 3.373, -1.818)
H (-3.810, 2.952, 0.669)
H (-2.122, 2.384, 1.101)
H (-2.132, -0.547, -0.565)
H (-1.098, 0.875, 0.012)
H (-0.653, 1.633, -2.250)
H (-2.281, 1.079, -2.853)
H (-1.322, -1.440, -2.388)
H (-1.447, 0.284, -4.785)
H (-1.300, -1.524, -4.702)
H (0.553, -1.172, -5.920)
H (3.191, 0.625, -3.979)
H (2.739, 2.248, -4.042)
H (0.355, 2.687, -4.369)
H (0.159, -2.254, -1.090)
H (1.321, -2.589, -2.455)
H (3.149, -4.367, -1.008)
H (3.259, -3.228, -2.516)
H (4.763, -3.569, -1.573)
C (-2.865, -1.113, 5.239)
F (-3.969, -1.163, 4.474)
F (-3.198, -0.431, 6.354)
F (-2.615, -2.377, 5.638)
S (-1.439, -0.366, 4.373)
O (-1.876, 0.977, 4.044)
O (-1.213, -1.233, 3.233)
N (-0.406, -0.496, 5.570)
S (1.038, 0.060, 5.225)
O (1.154, 1.498, 5.079)
O (1.813, -0.716, 4.278)
C (1.803, -0.299, 6.846)
F (1.760, -1.612, 7.150)
F (1.175, 0.337, 7.857)
F (3.094, 0.069, 6.904)

Results
Net charge: -1
Frontier orbital gap: 8.223 eV
E_HOMO: -6.2 eV
Energy: -95051.379 eV